Here is C22H33N13O2PPtSe as an isolated structure from the OMol25 dataset. Energies are from ωB97M-V with the def2-TZVPD basis set.

Geometry as XYZ:
```
73
Properties=species:S:1:pos:R:3:forces:R:3
Pt -0.137284 -0.026263 -0.496558 0.22 -0.06 0.05
C 0.970061 -2.765925 -5.155468 0.01 0.03 0.05
N 1.215850 -1.952360 -3.959608 0.04 -0.05 0.00
C 2.392173 -1.312643 -3.689010 -0.03 0.00 -0.02
C 2.210565 -0.638153 -2.517855 0.05 0.01 0.03
N 0.938907 -0.868018 -2.078410 -0.15 -0.10 -0.17
C 0.345588 -1.663701 -2.970587 0.00 0.00 0.09
P -1.397360 -2.213159 -2.930840 -0.10 0.00 -0.05
C -1.478836 -2.699417 -1.175414 0.14 0.07 0.02
N -0.991222 -2.007018 -0.147976 -0.18 -0.01 -0.02
C -1.231039 -2.726481 0.984926 -0.01 -0.04 0.04
C -1.874277 -3.879338 0.634002 0.00 -0.02 -0.04
N -2.020679 -3.851110 -0.722477 -0.02 0.00 0.01
C -2.662098 -4.899850 -1.521839 0.02 0.00 0.02
C -2.128387 -0.545847 -2.789731 0.12 0.00 0.05
N -1.721390 0.383038 -1.928466 -0.14 -0.03 0.01
C -2.444284 1.514583 -2.165344 -0.01 0.01 0.00
C -3.307174 1.262566 -3.192574 -0.01 -0.02 -0.03
N -3.098889 -0.032143 -3.575440 -0.03 -0.02 0.01
C -3.795305 -0.694238 -4.682527 0.02 0.02 0.05
H 1.907644 -3.223098 -5.457619 -0.01 0.00 -0.02
H 0.592397 -2.138813 -5.959963 0.00 -0.02 -0.02
H 0.253770 -3.548603 -4.923849 -0.01 0.00 -0.02
H 3.237462 -1.384273 -4.351526 0.02 0.01 0.02
H 2.893636 -0.002616 -1.981014 0.01 0.01 -0.01
H -0.927699 -2.391730 1.962141 0.00 0.01 0.00
H -2.230991 -4.706859 1.222802 0.01 0.02 0.03
H -3.030736 -5.662895 -0.843272 0.00 -0.01 -0.01
H -1.941372 -5.347142 -2.201983 -0.01 0.00 -0.01
H -3.500137 -4.487411 -2.077974 0.00 -0.01 -0.01
H -2.294119 2.424370 -1.609594 0.00 0.01 0.00
H -4.039941 1.883940 -3.678354 0.01 0.02 0.01
H -4.821095 -0.337860 -4.708813 0.00 0.00 -0.02
H -3.799683 -1.767955 -4.518778 0.01 0.00 -0.02
H -3.301112 -0.462301 -5.623226 -0.02 -0.01 -0.01
C -2.715631 1.596852 5.085203 0.02 -0.02 0.01
C -3.055803 2.969853 4.515736 -0.05 0.01 -0.01
C -1.984253 4.003132 4.842769 0.00 0.02 0.03
C -3.377394 2.880713 3.024289 0.01 -0.11 -0.08
N -2.259809 2.336864 2.222409 0.02 0.02 -0.10
C -2.119714 1.137166 1.673468 0.11 -0.08 0.35
N -0.937386 1.104585 1.087135 -0.24 0.09 -0.32
N -0.381061 2.327375 1.262775 0.06 0.02 0.00
N -1.167712 3.062197 1.940920 -0.02 0.01 0.07
H -2.606419 1.651226 6.166990 0.00 0.01 0.00
H -1.763401 1.229463 4.688886 0.00 0.00 0.00
H -3.491660 0.858070 4.872055 -0.01 0.01 -0.01
H -3.997748 3.306117 4.959376 0.01 -0.02 0.01
H -1.006330 3.711083 4.456826 0.00 -0.01 0.00
H -1.894197 4.103387 5.923729 0.00 0.00 0.00
H -2.229615 4.985311 4.438294 0.00 -0.01 -0.02
H -3.629763 3.842922 2.582253 0.05 0.05 0.08
H -4.205066 2.191693 2.853585 -0.03 0.05 0.00
H -2.830485 0.332394 1.754533 -0.02 0.01 -0.10
O 2.627228 3.272516 -0.791380 0.05 0.03 0.03
N 1.549549 3.241290 -1.268927 0.00 -0.03 0.07
O 0.898650 2.373409 -1.763136 -0.03 0.03 -0.07
C 4.801898 2.513109 2.618839 0.04 -0.09 -0.02
N 5.190815 1.228552 2.017833 -0.21 -0.05 -0.02
C 6.461490 0.803668 1.879772 0.07 -0.07 -0.03
C 6.420655 -0.422683 1.258239 0.06 0.07 0.02
N 5.123909 -0.708636 1.018188 -0.18 0.01 -0.06
C 4.655714 -1.937648 0.371099 0.01 0.06 0.04
C 4.336139 0.304729 1.481949 0.35 0.06 0.21
Se 2.514169 0.428555 1.493681 -0.01 0.07 -0.06
H 5.564433 2.789752 3.340627 0.00 0.03 -0.01
H 3.847631 2.391157 3.120333 -0.01 0.03 0.00
H 4.726340 3.266528 1.838267 -0.02 0.02 0.02
H 7.305744 1.378080 2.222943 0.00 -0.01 0.00
H 7.221547 -1.091123 0.989782 0.01 0.01 0.00
H 5.017000 -2.793722 0.935373 -0.01 -0.01 -0.02
H 5.037271 -1.969403 -0.646694 0.01 -0.03 0.01
H 3.570323 -1.929808 0.364199 0.00 -0.02 -0.01
```
Forces are in eV/Å.

Calculated values
2S+1	5
E_tot	-4581.51440	Ha
total charge	+3
energy relative to the best compared isomer or geometry (same formula, charge and spin)	0.834	eV
highest occupied orbital energy (spin up / spin down)	-15.830 / -16.598	eV

Results of the Mulliken charge analysis, in e, for atoms 1 through 5: number 1, Pt, carries 0.90; number 2, C, carries -0.87; number 3, N, carries 0.17; number 4, C, carries -0.67; number 5, C, carries -0.57


Here is C22H33N2O2RuS2 as an isolated structure from the OMol25 dataset. Energies are from ωB97M-V with the def2-TZVPD basis set.

Geometry as XYZ:
```
62
Properties=species:S:1:pos:R:3:forces:R:3
Ru 1.140481 0.810693 1.944106 0.39 -0.94 0.25
C 1.924133 0.556458 -4.914358 0.00 -0.01 0.00
C 1.728168 -0.724400 -4.076913 -0.01 0.00 -0.01
C 2.981923 -1.616460 -4.191544 0.00 0.01 0.00
C 0.512070 -1.489568 -4.597042 0.00 0.00 -0.01
C 1.576595 -0.319264 -2.633201 -0.01 0.01 0.08
C 2.595894 0.403328 -1.983661 0.00 -0.02 -0.07
C 2.458004 0.775070 -0.677976 -0.14 -0.03 0.05
N 1.352837 0.449356 0.043031 0.05 0.10 -0.35
C 0.338566 -0.246117 -0.557907 0.05 0.05 0.07
C 0.437675 -0.631332 -1.869931 0.04 0.00 -0.08
C -0.804355 -0.518812 0.332625 0.05 0.03 0.02
C -1.966398 -1.162247 -0.029555 -0.01 0.00 0.01
C -2.993658 -1.365363 0.902163 0.02 0.02 0.02
C -2.768720 -0.878374 2.197746 -0.04 -0.02 -0.01
C -1.594176 -0.241069 2.511997 0.05 0.01 -0.05
N -0.621047 -0.071085 1.597349 -0.08 -0.02 0.05
C -4.288429 -2.068116 0.558042 0.00 -0.01 0.00
C -4.336402 -2.502356 -0.906090 -0.01 0.00 0.00
C -4.410131 -3.310390 1.461575 0.00 -0.01 0.00
C -5.453906 -1.102485 0.843118 0.01 0.00 0.00
H 2.035910 0.271348 -5.959832 0.00 0.00 0.00
H 2.820844 1.106926 -4.629075 0.00 0.00 0.00
H 1.062976 1.221771 -4.837151 0.00 0.00 0.00
H 3.102335 -1.909037 -5.234008 0.00 0.00 0.00
H 2.883482 -2.525198 -3.596089 0.00 0.00 0.00
H 3.891851 -1.096418 -3.891103 0.00 0.00 0.00
H 0.681385 -1.750594 -5.640380 0.00 0.00 0.00
H -0.399997 -0.889307 -4.563260 0.00 0.01 0.00
H 0.350427 -2.425460 -4.057487 0.01 0.00 0.00
H 3.499214 0.679816 -2.508294 0.00 -0.01 -0.01
H 3.219515 1.346373 -0.163490 0.01 -0.01 0.01
H -0.371478 -1.184273 -2.322602 0.00 0.00 0.00
H -2.087524 -1.510220 -1.044268 0.01 0.00 0.00
H -3.515307 -0.992123 2.971013 -0.01 0.00 -0.01
H -1.408055 0.154309 3.503212 -0.01 -0.01 0.00
H -3.549353 -3.219896 -1.149591 0.00 0.00 0.00
H -4.278077 -1.653277 -1.591203 0.00 0.00 0.01
H -5.287238 -2.997735 -1.095590 0.00 0.00 0.00
H -3.591715 -4.012135 1.293147 0.00 0.01 -0.01
H -5.343030 -3.822383 1.228159 0.00 0.00 0.00
H -4.436381 -3.052671 2.520865 0.00 0.01 0.00
H -5.386516 -0.200810 0.232433 0.00 0.00 0.00
H -5.503345 -0.811439 1.892739 -0.01 0.00 0.00
H -6.390070 -1.603345 0.599352 0.00 0.00 0.00
C 3.563065 1.000611 2.947967 0.14 0.11 0.02
C 2.879210 0.610029 4.237916 -0.11 -0.03 -0.01
O 1.525284 0.161614 3.842482 0.20 -0.16 0.06
H 4.457087 1.593111 3.155020 0.01 -0.03 -0.03
H 2.969225 1.732716 2.331831 -0.07 0.04 0.00
H 3.866391 0.141877 2.347668 -0.03 -0.01 0.01
H 2.735365 1.442544 4.922213 0.03 0.00 0.00
H 3.395604 -0.203456 4.741528 -0.03 -0.01 0.01
H 1.244785 -0.660439 4.272541 -0.12 0.09 0.09
C 2.057565 5.977011 3.009483 0.01 -0.06 0.05
O 1.354527 4.674012 2.964932 0.11 -0.03 -0.24
C 1.354899 4.011894 1.864706 -0.36 0.05 0.79
S 2.019714 4.241942 0.418517 -0.09 -0.14 -0.26
S 0.159461 2.637049 1.937727 -0.08 0.97 -0.45
H 1.887691 6.332744 4.017868 0.01 0.04 -0.01
H 1.608574 6.629613 2.265392 -0.01 0.02 0.00
H 3.112574 5.805439 2.811138 0.01 0.03 0.01
```
Forces are in eV/Å.

Calculated values
E_tot	-2008.33364	Ha
total charge	+3
highest occupied orbital energy (spin up / spin down)	-18.287 / -18.428	eV

Results of the Mulliken charge analysis, in e, for atoms 1 through 5: number 1, Ru, carries 0.57; number 2, C, carries -1.50; number 3, C, carries 1.78; number 4, C, carries -1.50; number 5, C, carries -2.06


Here is C22H33N3O2 in the gas phase from the OMol25 dataset. Energies are from ωB97M-V with the def2-TZVPD basis set.

Geometry as XYZ:
```
60
Properties=species:S:1:pos:R:3:forces:R:3
C 2.515202 -3.926770 -1.026505 -0.01 0.00 -0.07
C 1.813396 -2.667001 -1.434361 -0.02 0.01 0.02
C 0.447291 -2.669299 -1.687167 0.09 -0.04 0.00
C -0.202835 -1.516070 -2.087621 0.05 0.09 -0.08
C 0.500367 -0.331685 -2.254449 -0.01 -0.05 0.01
C -0.187051 0.931696 -2.699990 0.09 0.08 -0.20
N 0.006542 2.008697 -1.759104 -0.43 -0.34 0.10
C 0.671005 3.146355 -2.054324 0.15 0.43 0.16
O 1.191397 3.395847 -3.118569 0.19 0.11 -0.30
C 0.669758 4.014896 -0.804857 -0.04 0.00 0.02
C -0.401948 3.384550 0.079922 0.02 0.01 0.03
C -0.466040 1.926413 -0.393291 -0.08 0.08 0.16
C -1.897173 1.368680 -0.352051 0.39 -0.16 0.07
O -2.846185 2.000043 -0.772356 -0.23 0.30 -0.22
N -1.974213 0.123267 0.138142 -0.04 -0.15 0.10
C -3.223270 -0.579785 0.315398 -0.28 0.10 0.09
C -3.381485 -1.051650 1.760643 0.24 -0.16 -0.20
C -2.269294 -2.021481 2.172433 -0.29 0.08 0.11
N -0.956658 -1.385899 2.193190 0.15 -0.25 0.17
C -0.742236 -0.600351 3.398467 0.02 0.36 -0.02
C 0.538347 0.219309 3.282179 -0.02 -0.36 0.24
C 1.742956 -0.690503 3.046172 0.04 0.24 -0.29
C 3.018284 0.119213 2.839360 -0.20 -0.21 0.16
C 1.449551 -1.574030 1.834933 -0.16 -0.17 0.38
C 0.135646 -2.327785 2.012401 0.24 -0.04 -0.20
C 1.865884 -0.323727 -1.997001 -0.09 0.01 -0.03
C 2.512177 -1.476136 -1.590685 -0.02 -0.03 -0.04
H 3.475981 -3.706927 -0.567485 0.07 -0.04 0.05
H 2.693599 -4.552862 -1.901161 0.05 -0.10 0.00
H 1.910881 -4.499467 -0.325455 0.00 -0.08 0.07
H -0.111746 -3.588376 -1.576506 -0.07 -0.11 0.03
H -1.265050 -1.536718 -2.284178 -0.14 0.02 0.00
H -1.259051 0.755392 -2.840985 0.08 0.01 -0.02
H 0.241403 1.283592 -3.644901 -0.14 -0.05 0.10
H 1.661404 3.959091 -0.349811 0.03 0.01 -0.06
H 0.470757 5.053908 -1.058187 0.06 -0.02 -0.05
H -1.371959 3.845554 -0.116048 0.04 -0.07 0.02
H -0.182131 3.461801 1.143549 -0.03 -0.03 0.02
H 0.202368 1.272581 0.189137 -0.11 0.04 -0.02
H -1.197506 -0.315685 0.632311 0.07 0.27 -0.11
H -3.246121 -1.446860 -0.355972 -0.09 0.02 0.00
H -4.031747 0.100702 0.035826 0.08 -0.14 -0.03
H -3.392180 -0.184208 2.420963 -0.08 0.04 0.05
H -4.340435 -1.561592 1.862581 -0.04 0.02 0.05
H -2.512133 -2.463232 3.153572 0.07 -0.06 -0.06
H -2.236465 -2.834866 1.442469 0.01 -0.04 0.04
H -1.591263 0.071886 3.535505 0.00 -0.06 0.06
H -0.681034 -1.255520 4.286451 -0.06 0.00 -0.04
H 0.441108 0.916063 2.447245 0.01 0.10 -0.06
H 0.676328 0.802375 4.194446 0.01 0.08 0.01
H 1.871373 -1.332722 3.925577 -0.04 -0.02 0.01
H 2.925531 0.756475 1.962381 0.00 0.10 -0.13
H 3.869623 -0.541237 2.692795 0.15 -0.03 -0.04
H 3.216388 0.749282 3.703415 0.08 0.11 0.07
H 1.383859 -0.954012 0.938480 0.02 0.03 -0.10
H 2.257473 -2.291259 1.685505 0.09 -0.03 -0.07
H -0.063927 -2.918936 1.114951 -0.02 -0.03 0.07
H 0.217062 -3.017709 2.871306 -0.04 -0.03 -0.02
H 2.421907 0.593767 -2.126589 0.08 0.13 -0.01
H 3.575321 -1.453194 -1.397961 0.12 -0.01 0.03
```
Forces are in eV/Å.

Calculated values
E_tot	-1172.93219	Ha
structure (SMILES)	Cc1ccc(CN2C(=O)CC[C@H]2C(=O)NCCCN2CCC(C)CC2)cc1
energy relative to the best compared isomer or geometry (same formula, charge and spin)	0.000	eV
highest occupied orbital energy	-8.907	eV

Results of the Mulliken charge analysis, in e, for atoms 1 through 5: number 1, C, carries -1.77; number 2, C, carries 1.07; number 3, C, carries -0.72; number 4, C, carries -0.28; number 5, C, carries 0.57